# 1
A structure of composition C10H24ClLaO2P2. Source: OMol25; level of theory: ωB97M-V with the def2-TZVPD basis set.

```
40
Properties=species:S:1:pos:R:3:forces:R:3:mulliken_charge:R:1
C 0.23085 -0.00360 -3.24978 -1.033 -1.013 -1.318 -0.65
C 1.10465 0.25101 -2.15643 3.610 1.138 1.913 0.54
H 0.84114 -0.22994 -4.14401 -0.096 0.110 0.184 0.38
H -0.37930 0.89189 -3.44884 0.026 -0.275 0.170 0.28
H -0.42756 -0.88521 -3.03208 0.391 0.912 -0.207 0.13
O 2.19250 0.52567 -1.79164 -3.279 -0.895 -0.928 -0.28
Cl -3.10927 0.10520 -1.37275 -0.035 -0.035 -0.081 -0.51
La -1.08240 -0.05300 0.23877 0.207 0.275 -0.858 1.08
P -0.12694 2.56153 0.16216 -0.511 1.764 -0.112 0.71
C 1.33619 3.41132 0.79090 0.301 -0.194 0.018 -1.19
C -0.61979 3.36742 -1.41570 0.077 -0.168 -0.133 -1.17
H -0.81410 4.43570 -1.29236 0.079 -0.083 0.049 0.44
H -1.78460 4.08616 1.20722 0.057 -0.284 0.024 0.43
H -1.53057 2.89533 -1.81869 0.243 0.111 0.216 0.35
H -2.44897 2.43621 1.06865 0.312 0.363 0.042 0.42
H 2.18404 3.13814 0.15109 -0.076 0.130 0.152 0.35
H 0.18588 3.23798 -2.15280 -0.160 0.117 0.179 0.33
C -1.53559 3.02165 1.31100 0.227 -0.359 -0.094 -1.31
H 1.23042 4.49489 0.80487 -0.090 0.011 -0.038 0.43
H -1.26099 2.80691 2.35660 -0.077 0.185 -0.383 0.34
H 1.54273 3.05765 1.80717 0.001 0.082 -0.154 0.37
P 0.01236 -2.59037 -0.06902 -0.071 -1.946 -0.051 0.83
C 1.49590 -3.33689 0.65695 0.318 0.248 -0.066 -1.22
C -1.40565 -3.21297 0.99154 0.105 0.386 -0.250 -1.33
H -1.23554 -3.02951 -2.11811 0.179 -0.074 0.174 0.38
H -0.33128 -4.47312 -1.63039 0.048 0.001 0.102 0.43
H 0.51935 -3.10665 -2.38160 -0.085 -0.125 0.112 0.35
C -0.28596 -3.38592 -1.69160 0.000 0.214 -0.149 -1.25
H -2.30785 -2.57943 0.84008 0.254 -0.440 0.058 0.41
H -1.67531 -4.24114 0.71406 0.078 0.295 0.065 0.42
H 1.47561 -4.42650 0.62937 -0.069 0.028 -0.020 0.43
H 1.59195 -3.00206 1.69839 0.006 -0.098 -0.242 0.35
H -1.13793 -3.17834 2.05619 -0.039 -0.056 -0.321 0.35
H 2.36932 -2.97672 0.09312 -0.167 -0.185 0.209 0.37
C 2.11284 0.00556 1.15580 2.087 -0.041 0.870 0.12
O 3.18296 -0.00210 1.54339 -2.265 0.030 -0.837 -0.13
C -1.00993 -0.20004 2.61700 -1.353 -0.195 2.491 -1.38
H -2.12994 -0.24449 2.66059 0.565 0.012 0.107 0.43
H -0.67786 0.68410 3.17547 0.123 -0.019 -0.450 0.47
H -0.61002 -1.10552 3.08972 0.113 0.076 -0.441 0.45
```
Positions in Å, forces in eV/Å.

## Properties
* E_HOMO (spin up / spin down): -0.6005 / -0.5295 Ha
* frontier orbital gap (spin up / spin down): 8.01 / 4.05 eV
* net charge: +2

---

# 2
A structure of composition ClH3N2O2S. Source: OMol25; level of theory: ωB97M-V with the def2-TZVPD basis set.

```
9
Properties=species:S:1:pos:R:3:forces:R:3:mulliken_charge:R:1
N -1.52290 -0.19579 0.22903 -1.478 1.388 1.316 -0.40
N -0.57553 0.40340 -0.54128 3.887 -1.168 -3.692 -0.36
O 1.78024 0.95828 -0.99819 0.774 0.416 -0.291 -0.48
O 1.21728 0.62989 1.43458 -0.531 0.578 -0.632 -0.50
S 1.05267 0.34245 0.04350 -1.414 0.534 0.388 0.98
Cl 1.39033 -1.60567 -0.02249 0.383 -1.580 -0.205 -0.15
H -1.27161 -1.05693 0.72824 0.162 0.483 -0.239 0.26
H -1.86090 0.59834 0.86976 0.438 -2.138 -1.066 0.29
H -0.20958 -0.07396 -1.74314 -2.219 1.486 4.421 0.37
```
Positions in Å, forces in eV/Å.

## Properties
* E_HOMO: -0.3887 Ha
* frontier orbital gap: 10.84 eV
* net charge: 0

---

# 3
A structure of composition C13H52N26O13. Source: OMol25; level of theory: ωB97M-V with the def2-TZVPD basis set.

```
104
Properties=species:S:1:pos:R:3:forces:R:3:mulliken_charge:R:1
C 26.94271 2.33398 5.63230 -1.749 1.495 0.336 0.07
O 26.53752 1.52523 4.78170 -3.878 4.790 2.607 -0.86
N 27.12796 3.65410 5.37906 0.292 0.160 0.005 -0.26
N 27.10738 2.01191 6.93144 -0.255 0.057 0.092 -0.25
H 26.78401 4.16302 4.56643 -0.029 -0.245 -0.300 0.26
H 27.42866 4.20813 6.15979 0.107 0.170 -0.125 0.14
H 27.13652 2.73995 7.61803 0.222 -0.020 0.087 0.20
H 27.37481 1.06772 7.17414 0.032 -0.045 0.250 0.27
C 21.84434 1.78229 2.06795 -0.239 -0.169 0.233 -0.24
O 22.96430 1.35925 1.67942 -0.501 0.075 -0.344 0.50
N 21.21339 2.81553 1.49383 0.702 -0.297 0.352 -0.14
N 21.20500 1.22256 3.10815 0.011 0.053 0.522 -0.28
H 20.28443 3.01592 1.81146 -0.140 0.197 -0.444 0.23
H 21.60838 3.15770 0.62653 -0.242 0.398 -0.522 0.18
H 21.54138 0.37527 3.53192 0.103 -0.117 -0.169 -0.15
H 20.51472 1.75019 3.61195 -0.119 -0.119 -0.058 0.20
C 23.09365 2.08506 6.69159 -0.454 -1.043 0.483 0.41
O 22.09080 2.27748 7.37353 0.525 0.348 -0.413 -0.71
N 23.78680 3.03496 6.02375 -0.561 1.185 0.132 -0.15
N 23.64121 0.84253 6.55516 0.407 -0.548 -0.343 -0.30
H 24.58542 2.87204 5.43999 0.042 -0.131 0.017 0.09
H 23.44785 3.97002 6.17656 0.205 0.015 -0.241 0.20
H 24.35243 0.68075 5.85860 0.030 -0.030 0.120 0.14
H 23.17242 0.04084 6.93258 -0.193 0.172 0.049 0.17
C 28.87996 -0.24974 3.53635 -2.819 -0.082 -0.314 0.06
O 28.86179 -0.85527 2.46903 0.603 0.038 -0.670 -0.72
N 29.99752 0.02512 4.25321 0.690 0.404 -0.618 -0.24
N 27.70471 0.18750 4.14175 9.174 1.768 -8.890 0.96
H 30.80557 0.24202 3.69184 0.094 -0.047 0.270 0.31
H 29.86060 0.48889 5.13085 0.466 0.404 0.149 0.20
H 27.90652 0.49208 5.07547 1.164 1.549 -1.581 0.19
H 26.82427 -0.21673 3.86487 1.645 -0.326 -0.939 -1.12
C 27.05091 -0.17028 -0.66876 0.343 -0.723 0.724 0.44
O 26.35234 0.50471 -1.42220 0.248 -0.180 -0.314 -0.84
N 28.36919 -0.44448 -0.86467 0.928 0.429 -0.711 -0.41
N 26.55914 -0.81128 0.43367 0.370 1.296 -2.098 0.08
H 28.96301 -0.80923 -0.13815 -0.365 -0.127 0.269 0.18
H 28.87202 -0.03921 -1.63560 -0.330 0.301 0.009 0.26
H 25.56154 -0.92695 0.37858 0.469 0.025 0.537 0.02
H 27.18487 -1.10735 1.16016 -0.046 -0.430 0.352 0.14
C 25.19038 -1.14101 2.49666 -1.568 0.317 -0.057 -0.40
O 26.11975 -1.84165 2.89464 -0.325 -0.246 0.108 -0.84
N 24.93818 0.09351 2.98104 0.779 -0.632 0.469 2.04
N 24.26493 -1.52847 1.56451 -0.473 -1.007 -0.125 0.89
H 25.71243 0.39976 3.56212 -1.793 1.412 -0.383 0.11
H 24.11978 0.63215 2.66025 0.493 0.131 0.192 -0.47
H 23.55433 -0.90963 1.20602 -0.019 0.325 0.426 -0.42
H 24.35460 -2.40424 1.06700 0.068 -0.391 0.376 0.03
C 25.70433 3.99470 2.34707 -0.565 0.298 0.387 0.44
O 26.12041 4.96335 3.00098 0.190 -0.544 -0.259 -0.82
N 26.45547 2.93974 1.97933 1.294 -0.374 -0.205 0.04
N 24.40044 3.90388 1.96050 0.556 0.286 0.145 -0.17
H 27.43009 2.90783 2.22765 -0.099 0.277 0.177 0.24
H 26.11205 2.05562 1.64548 -0.444 0.131 -0.094 -0.19
H 24.09062 2.98342 1.68931 -0.589 0.162 0.057 0.05
H 23.80831 4.54166 2.46609 -0.308 -0.215 -0.212 0.25
C 20.17404 0.16586 -1.18158 -1.378 -2.058 0.075 0.53
O 18.97452 -0.08468 -1.05626 0.751 0.579 -0.130 -0.71
N 20.70764 0.99808 -2.09324 0.243 0.406 -0.110 -0.24
N 21.13111 -0.55961 -0.50996 0.033 0.803 0.264 -0.14
H 20.12876 1.40144 -2.80400 0.023 0.322 0.239 0.21
H 21.65991 1.27190 -1.93590 -0.017 0.360 -0.594 0.16
H 20.88232 -1.37460 0.02740 0.031 0.229 -0.097 0.28
H 22.07907 -0.25205 -0.63062 0.188 -0.501 0.144 -0.06
C 21.68981 -2.24423 4.23686 0.827 0.483 0.371 0.65
O 21.26639 -1.74279 3.19255 -0.248 0.046 0.321 -0.65
N 20.91052 -2.46712 5.31555 -0.026 -0.138 -0.249 -0.44
N 23.02133 -2.48520 4.39267 0.629 0.282 -0.875 -0.15
H 19.94036 -2.22587 5.22418 -0.039 -0.225 0.277 0.25
H 21.31300 -2.88662 6.13178 -0.385 0.015 0.180 0.17
H 23.59084 -2.09224 3.65413 -0.313 -0.408 0.015 0.26
H 23.56091 -2.83253 5.16389 -0.626 -0.105 0.391 0.25
C 28.41485 -1.03043 6.23056 0.319 -4.186 0.373 0.27
O 28.61525 -0.08585 6.99776 0.417 0.278 -0.546 -0.71
N 29.35444 -2.02351 6.04544 -0.332 0.624 1.204 -0.29
N 27.30604 -1.19091 5.49492 -1.756 -3.791 6.397 -0.28
H 30.21742 -1.91079 6.54730 -0.006 -0.320 -0.111 0.22
H 29.19013 -2.80032 5.43696 0.169 0.009 -0.122 0.19
H 27.12357 -1.98232 4.90550 0.198 0.079 -0.310 0.35
H 27.04218 -0.25265 5.20267 -3.134 -3.230 3.055 0.30
C 23.30988 3.00273 -1.58208 -3.087 -1.745 -2.893 0.30
O 22.21490 3.46375 -1.20110 1.539 0.635 1.432 -0.70
N 23.91941 1.92233 -1.04647 -0.418 1.015 1.209 0.05
N 23.55015 3.10174 -2.93338 1.265 0.676 -0.854 -0.35
H 23.55443 1.76726 -0.10866 0.754 -0.508 0.099 -0.54
H 24.81684 1.59600 -1.38134 0.185 -0.271 0.447 0.55
H 24.33382 2.64647 -3.37518 0.095 -0.017 0.348 0.16
H 23.16674 3.84110 -3.49504 -0.252 0.200 0.475 0.22
C 20.33415 -3.92836 0.51176 -0.720 -2.008 0.907 0.60
O 20.19041 -4.98686 -0.10894 0.726 1.066 -0.310 -0.73
N 19.24501 -3.34361 1.08362 -0.989 0.786 0.502 -0.30
N 21.50034 -3.35102 0.87025 1.083 0.201 -0.948 0.23
H 18.39038 -3.87168 1.07163 0.122 -0.133 -0.274 0.26
H 19.33914 -2.74765 1.89110 0.273 0.151 -0.170 0.16
H 22.36903 -3.66207 0.44585 -0.426 -0.252 0.197 0.09
H 21.55207 -2.58565 1.52273 -0.238 -0.116 0.221 -0.16
C 24.93534 -5.07029 -0.17308 -1.574 1.492 0.029 0.51
O 24.04114 -4.43982 0.41104 0.678 -0.219 -0.173 -0.80
N 25.42426 -4.59102 -1.36375 0.568 -0.568 0.464 -0.46
N 25.36710 -6.23617 0.31616 0.666 -0.668 -0.076 -0.41
H 26.38006 -4.83537 -1.57724 -0.074 0.170 -0.265 0.22
H 25.15929 -3.63154 -1.50969 0.164 0.073 -0.132 0.26
H 24.75232 -6.68275 0.97364 0.128 0.013 0.109 0.26
H 26.05105 -6.78794 -0.17156 -0.183 -0.106 -0.013 0.18
```
Positions in Å, forces in eV/Å.

## Properties
* E_HOMO: -0.2974 Ha
* frontier orbital gap: 8.29 eV
* net charge: 0

---

Which formula does entry 1 have? C10H24ClLaO2P2

---

The highest net charge belongs to which entry? C10H24ClLaO2P2